No. 1
# C20H22BF25NO6S

A cluster of 4 separate species, C20H22BF25NO6S in total (ωB97M-V/def2-TZVPD, the Open Molecules 2025 dataset).

Geometry as ORCA input:
```
! wB97M-V def2-TZVPD RIJCOSX def2/J DEFGRID3
* xyz -1 1
C 4.53 -6.00 -3.61
C 4.33 -5.38 -4.98
F 5.39 -5.85 -5.79
C 4.33 -3.87 -5.00
B 3.13 -3.13 -4.20
O 3.39 -1.63 -4.18
C 3.82 -1.13 -3.11
N 4.23 -0.63 -2.16
S 1.43 -3.36 -5.06
C 0.82 -4.92 -4.41
O 1.53 -3.50 -6.51
O 0.47 -2.37 -4.56
H 5.38 -5.54 -3.11
H 4.70 -7.08 -3.70
H 3.65 -5.83 -2.98
H 3.42 -5.76 -5.44
H 4.35 -3.56 -6.05
H 5.28 -3.54 -4.55
H 2.98 -3.54 -3.07
H 0.30 -5.46 -5.20
H 0.14 -4.68 -3.60
H 1.63 -5.53 -4.01
C -3.76 -2.98 -0.47
C -2.36 -2.47 -0.10
C -1.25 -2.68 -1.13
F -1.03 -4.00 -1.32
F -0.12 -2.12 -0.66
F -1.99 -2.94 1.10
F -2.48 -1.11 0.00
O -4.14 -4.22 0.10
C -3.94 -5.41 -0.54
C -3.10 -6.36 0.33
F -1.89 -5.84 0.57
F -2.95 -7.53 -0.33
F -3.40 -5.26 -1.76
F -5.15 -6.00 -0.70
H -4.44 -2.26 -0.03
H -3.91 -2.96 -1.55
H -1.51 -2.22 -2.09
H -3.61 -6.54 1.28
C -1.90 3.47 0.43
C -1.57 2.77 1.76
C -2.38 1.53 2.13
F -3.68 1.86 2.31
F -1.90 1.04 3.30
F -1.60 3.66 2.78
F -0.28 2.33 1.63
O -2.72 4.61 0.53
C -4.08 4.55 0.43
C -4.75 5.17 1.66
F -4.41 4.49 2.77
F -6.10 5.09 1.51
F -4.53 3.30 0.20
F -4.46 5.31 -0.63
H -0.95 3.84 0.07
H -2.27 2.75 -0.30
H -2.30 0.76 1.36
H -4.46 6.21 1.76
C 0.64 5.82 4.04
C 1.51 5.78 2.78
C 2.33 4.51 2.54
F 3.23 4.34 3.53
F 2.99 4.64 1.37
F 2.31 6.86 2.73
F 0.64 5.84 1.73
O 1.16 6.53 5.14
C 1.90 5.92 6.11
C 3.28 6.58 6.25
F 3.97 6.46 5.10
F 3.97 5.96 7.24
F 2.01 4.60 5.93
F 1.27 6.11 7.30
H -0.24 6.39 3.75
H 0.30 4.82 4.31
H 1.68 3.63 2.48
H 3.16 7.64 6.50
*
```

Results
- Gap between HOMO and LUMO: 7.923 eV
- F_max: 0.01506 hartree/bohr
- E_tot: -4201.32954 Eh

***

No. 2
# C20H22BrCl16N3O4P

A cluster of 5 separate species, C20H22BrCl16N3O4P in total at a distorted geometry (ωB97M-V/def2-TZVPD, the Open Molecules 2025 dataset).

Geometry as ORCA input:
```
! wB97M-V def2-TZVPD RIJCOSX def2/J DEFGRID3
* xyz 1 1
C -1.65 3.93 -4.22
C -1.37 2.35 -4.55
C -0.93 1.43 -3.27
C 0.21 1.84 -2.14
C 1.03 3.26 -2.22
C 0.35 4.50 -1.41
C -1.10 4.18 -0.71
Br 1.59 5.03 0.13
C 0.62 0.81 -0.89
N 1.68 1.10 0.15
N -0.09 -0.56 -0.78
C 0.31 -1.52 0.32
C 1.68 -2.48 0.28
C 1.89 -3.45 1.57
N 1.06 -3.67 2.78
C -0.17 -2.83 2.89
C -0.56 -1.80 1.70
C -1.18 -0.99 -1.75
O -1.83 -2.33 -1.57
C -1.67 -0.04 -3.04
C -2.87 -0.65 -3.98
P -2.23 -1.97 -5.26
O -1.44 -1.32 -6.47
O -3.66 -2.80 -5.90
O -1.28 -3.24 -4.47
H -2.12 4.40 -5.21
H -0.67 4.56 -4.01
H -2.48 4.11 -3.38
H -2.39 1.92 -4.98
H -0.57 2.18 -5.40
H 2.11 3.10 -1.76
H 1.19 3.55 -3.35
H 0.32 5.42 -2.17
H -0.97 3.65 0.32
H -1.60 5.24 -0.48
H -1.85 3.56 -1.37
H 2.52 0.47 0.06
H 1.94 2.11 0.18
H 2.44 -2.42 -0.64
H 2.89 -4.11 1.52
H -0.84 -2.95 3.87
H -1.57 -1.19 1.83
H -2.55 -2.15 -0.87
H -3.56 0.14 -4.49
H -3.58 -1.28 -3.25
H -4.48 -2.34 -5.51
H -0.48 -2.81 -4.02
C 3.21 3.87 3.76
Cl 2.66 2.85 2.41
Cl 3.53 5.52 3.18
Cl 1.96 3.91 5.03
Cl 4.71 3.18 4.44
C 0.97 -7.75 3.70
Cl 0.41 -8.77 2.35
Cl 1.28 -6.10 3.11
Cl -0.29 -7.71 4.96
Cl 2.46 -8.44 4.38
C 5.32 6.73 6.94
Cl 5.46 8.27 7.84
Cl 6.23 6.86 5.41
Cl 6.00 5.41 7.93
Cl 3.61 6.40 6.59
C -3.92 -7.64 2.78
Cl -3.97 -8.78 1.41
Cl -5.42 -6.67 2.81
Cl -3.77 -8.54 4.31
Cl -2.52 -6.55 2.59
*
```

Results
- Gap between HOMO and LUMO: 7.373 eV
- F_max: 0.13398 hartree/bohr
- E_tot: -11518.12268 Eh

***

No. 3
# C20H22BrFN2O7

An isolated molecule of C20H22BrFN2O7 at a distorted geometry (ωB97M-V/def2-TZVPD, the Open Molecules 2025 dataset).

Geometry as ORCA input:
```
! wB97M-V def2-TZVPD RIJCOSX def2/J DEFGRID3
* xyz 0 1
C 5.31 -3.33 -0.56
C 5.90 -2.07 -1.14
O 6.36 -2.05 -2.24
O 5.89 -0.95 -0.36
C 4.60 -0.33 -0.42
C 4.52 0.88 0.48
C 3.05 1.18 0.87
C 2.57 2.56 0.41
C 1.18 2.90 0.99
C 0.06 2.57 0.02
C -1.33 2.75 0.61
C -1.96 1.51 1.26
C -2.02 0.32 0.34
C -1.00 -0.65 0.24
O 0.13 -0.52 1.05
N -0.11 -0.88 2.45
O -0.74 -1.84 2.57
C -1.04 -1.72 -0.64
C -2.16 -1.90 -1.46
Br -2.28 -3.37 -2.63
C -3.19 -0.99 -1.36
C -3.12 0.09 -0.47
C -4.42 0.84 -0.61
O -4.66 1.99 -0.47
N -5.36 -0.16 -1.08
C -5.93 -0.94 0.02
C -5.95 -2.43 -0.17
O -5.56 -3.18 0.65
F -6.47 -2.89 -1.30
C -4.54 -0.89 -2.04
O -4.87 -1.22 -3.12
H 4.42 -3.58 -1.14
H 6.01 -4.15 -0.66
H 4.99 -3.22 0.47
H 4.37 -0.03 -1.45
H 3.84 -1.07 -0.14
H 5.03 1.74 0.07
H 5.04 0.61 1.40
H 2.90 1.05 1.94
H 2.43 0.46 0.35
H 3.31 3.33 0.66
H 2.45 2.49 -0.67
H 1.05 2.41 1.95
H 1.18 3.98 1.16
H 0.14 3.30 -0.79
H 0.21 1.60 -0.45
H -1.33 3.54 1.37
H -2.00 3.10 -0.18
H -1.36 1.24 2.13
H -2.97 1.71 1.60
H -0.22 -2.41 -0.66
H -5.39 -0.76 0.95
H -6.96 -0.63 0.19
*
```

Results
- Gap between HOMO and LUMO: 8.938 eV
- F_max: 0.02836 hartree/bohr
- E_tot: -4085.27129 Eh

***

No. 4
# C20H22CeClNO2P

A structure of composition C20H22CeClNO2P at a distorted geometry (ωB97M-V/def2-TZVPD, the Open Molecules 2025 dataset).

Geometry as ORCA input:
```
! wB97M-V def2-TZVPD RIJCOSX def2/J DEFGRID3
* xyz 2 2
Ce -0.06 0.68 2.32
Cl -0.02 1.83 4.53
P -0.04 0.74 -0.36
C -1.43 -0.08 -1.00
C -1.23 -0.81 -2.17
C -2.34 -1.36 -2.78
C -3.62 -1.20 -2.24
C -3.79 -0.48 -1.05
C -2.69 0.08 -0.40
C -0.30 2.55 -0.42
C 0.57 3.43 0.26
C 0.40 4.81 0.08
C -0.61 5.30 -0.75
C -1.46 4.41 -1.42
C -1.31 3.04 -1.26
C 1.56 0.38 -0.96
C 2.61 -0.10 -0.17
C 3.83 -0.33 -0.80
C 3.99 -0.05 -2.16
C 2.92 0.47 -2.90
C 1.70 0.71 -2.31
H 1.37 3.04 0.90
H 1.07 5.50 0.60
H -0.73 6.37 -0.89
H -2.24 4.79 -2.07
H -1.98 2.34 -1.76
H -0.22 -0.94 -2.56
H -2.20 -1.93 -3.69
H -4.48 -1.64 -2.74
H -4.78 -0.36 -0.62
H -2.80 0.62 0.54
H 2.46 -0.28 0.90
H 4.66 -0.71 -0.21
H 4.95 -0.24 -2.64
H 3.05 0.70 -3.96
H 0.86 1.14 -2.86
H -0.16 -5.78 -4.03
H 0.59 -5.75 -4.00
N 0.03 -3.77 5.41
C 0.51 -3.35 4.05
C 0.06 -1.92 3.79
O -0.60 -1.32 4.62
O 0.47 -1.44 2.62
H 0.42 -3.16 6.14
H 0.33 -4.73 5.61
H -1.00 -3.74 5.47
H 1.59 -3.43 4.05
H 0.08 -4.05 3.33
*
```

Results
- <S²>: 0.7514
- Energy relative to the best compared isomer or geometry (same formula, charge and spin): 0.861 eV
- Gap between HOMO and LUMO (spin up / spin down): 7.557 / 7.566 eV
- F_max: 0.04387 hartree/bohr
- E_tot: -2256.71791 Eh